a | Density functional theory data (ωB97M-V/def2-TZVPD) for a gas-phase ion, C3H9N2O (charge +1).

Geometry as ORCA input:
```
! wB97M-V def2-TZVPD RIJCOSX def2/J DEFGRID3
* xyz 1 1
C -0.21972 1.44269 0.28516
N -0.09930 0.02698 -0.31071
C -0.52038 -1.06675 0.60590
C 1.16063 -0.44558 -0.90907
N 2.37526 -0.11323 0.42744
O 3.50144 -0.15334 0.16110
H 0.25209 1.31159 1.32810
H 0.19629 2.22608 -0.43272
H -1.34339 1.81290 0.42630
H -0.63237 -0.06048 -1.17539
H -1.11430 -0.78656 1.35438
H -1.04420 -1.92138 0.09776
H 0.48108 -1.51491 1.01312
H 1.28469 0.04786 -1.83575
H 1.27214 -1.49597 -0.96316
*
```

Results
**E_LUMO**: -4.580 eV
**SMILES string**: C[NH+](C)CN=O
**Orbital gap**: 8.93 eV


b | Density functional theory data (ωB97M-V/def2-TZVPD) for a molecular structure, C3H9N2O.

Geometry as ORCA input:
```
! wB97M-V def2-TZVPD RIJCOSX def2/J DEFGRID3
* xyz 1 1
C 0.18109 -0.47159 0.92649
C -0.31188 -0.00771 -0.37227
C -0.34543 0.22605 2.09924
N -0.97722 0.96143 -0.89776
N 1.01138 -0.53512 -1.61256
O -0.76433 -1.22384 0.04485
H 1.27085 -0.83460 0.86267
H -1.41726 0.50887 1.79339
H 0.30884 1.08860 2.35809
H -0.40664 -0.32640 3.02669
H -0.36829 1.74998 -1.11218
H -1.93072 0.87766 -1.20980
H 0.85981 -1.46756 -2.21063
H 1.89598 -0.63398 -1.21318
H 0.99383 0.08822 -2.48304
*
```

Results
**E_LUMO**: -3.406 eV
**Orbital gap**: 11.65 eV


c | Density functional theory data (ωB97M-V/def2-TZVPD) for 2 unconnected molecules or ions with the total composition C3H9N2O.

Geometry as ORCA input:
```
! wB97M-V def2-TZVPD RIJCOSX def2/J DEFGRID3
* xyz 1 1
C 1.12141 0.26733 0.30709
C -1.07237 -0.21994 -1.30175
C -1.13245 -0.71386 1.25856
N 0.27804 1.22042 0.28659
N -0.45985 -0.01802 0.08910
O 3.13553 1.14665 -1.12770
H 3.45805 0.25961 -0.62376
H -0.79056 -1.26040 -1.41283
H -2.11999 -0.07387 -1.14641
H -0.39268 0.36163 -1.97265
H -2.05331 -0.14740 1.35802
H -1.22218 -1.81063 0.95057
H -0.45496 -0.63167 2.17186
H 0.06450 2.13585 0.49289
H 3.88369 1.91394 -1.35364
*
```

Results
**E_LUMO**: -4.152 eV
**Orbital gap**: 10.38 eV


The computed energies, referenced to the most stable structure and given in eV, are a 2.531; b 0.000; c 3.567.


a | Density functional theory data (ωB97M-V/def2-TZVPD) for a gas-phase ion, C3H9N2O (charge +1).

Geometry as ORCA input:
```
! wB97M-V def2-TZVPD RIJCOSX def2/J DEFGRID3
* xyz 1 1
C 1.89633 0.44717 -0.00935
N 0.62492 -0.13701 0.36921
C -0.59583 0.02159 -0.41890
N -1.42319 0.92168 0.42191
C -1.12297 -1.45079 -0.45998
O -0.67921 -2.26353 0.32375
H 1.66527 1.36128 -0.35470
H 2.49654 0.50127 0.92737
H 2.55732 -0.14671 -0.71707
H 0.33299 0.54761 1.15256
H 0.54861 -1.10653 0.77001
H -0.44588 0.51869 -1.35867
H -1.36480 1.83148 0.03951
H -2.47764 0.63338 0.43789
H -2.01246 -1.67958 -1.12354
*
```

Results
**E_LUMO**: -4.256 eV
**SMILES string**: C[NH2+][C@H](N)C=O
**Orbital gap**: 11.26 eV


b | Density functional theory data (ωB97M-V/def2-TZVPD) for a molecular structure, C3H9N2O.

Geometry as ORCA input:
```
! wB97M-V def2-TZVPD RIJCOSX def2/J DEFGRID3
* xyz 1 1
C -2.04810 0.39589 -0.66245
C -0.13133 0.67209 0.69635
C 1.45508 0.48403 -0.41663
N -1.08166 -0.05623 0.07231
N 1.89343 -0.74443 -0.18035
O -0.91913 -1.48850 0.19851
H -2.73067 -0.41760 -0.92723
H -2.13544 1.43344 -0.92262
H 0.07562 0.31311 1.66108
H -0.18833 1.72028 0.80304
H 1.94495 1.46271 -0.35538
H 0.80875 0.44122 -1.32222
H 1.31567 -1.56659 -0.46130
H -0.75135 -1.66770 1.17280
H 2.49252 -0.98171 0.64410
*
```

Results
**E_LUMO (alpha / beta)**: -4.849 / -4.847 eV
**Orbital gap (alpha / beta)**: 7.91 / 7.91 eV


The computed energies, referenced to the most stable structure and given in eV, are a 0.000; b 2.866.


a | Density functional theory data (ωB97M-V/def2-TZVPD) for 3 unconnected molecules or ions with the total composition C4H15NO3.

Geometry as ORCA input:
```
! wB97M-V def2-TZVPD RIJCOSX def2/J DEFGRID3
* xyz 1 2
C 0.50127 -2.66299 -0.15718
N 0.18584 -1.30343 0.09948
C 0.58397 -0.25278 -0.78018
C 0.60407 1.02439 0.12918
C 0.99702 2.21891 -0.68510
O -0.80041 1.08980 0.55897
H 0.36671 -3.34590 0.69320
H -0.02587 -3.02605 -1.04291
H 1.56302 -2.88491 -0.28458
H -0.74139 -1.13876 0.52091
H 0.00355 -0.02587 -1.66320
H 1.60865 -0.33200 -1.17285
H 1.22910 0.92106 1.06268
H 1.14258 3.06969 -0.00758
H 0.20236 2.62615 -1.30194
H 1.87209 1.98115 -1.29384
H -0.94163 1.81965 1.18405
H -2.23927 1.35283 -0.77591
H -1.92758 0.31732 -2.02443
O -2.44698 1.02139 -1.65217
H -0.27138 -1.47034 2.71636
H -0.65222 -0.12959 2.62813
O -0.81350 -0.86972 3.24889
*
```

Results
**⟨S²⟩**: 0.75
**E_LUMO (alpha / beta)**: -3.284 / -8.472 eV
**Orbital gap (alpha / beta)**: 11.38 / 6.18 eV


b | Density functional theory data (ωB97M-V/def2-TZVPD) for 4 unconnected molecules or ions with the total composition C4H15NO3.

Geometry as ORCA input:
```
! wB97M-V def2-TZVPD RIJCOSX def2/J DEFGRID3
* xyz 1 2
C 1.76287 -1.00094 -1.74894
C 0.43348 -0.49007 -1.14665
C 0.55592 0.99869 -1.00238
C 0.90738 1.76238 0.08983
N 0.19086 1.66874 -2.11741
H 1.69200 -1.22116 -2.80973
H 2.60298 -0.30457 -1.64958
H 2.12900 -1.84600 -1.16579
H -0.43109 -0.67361 -1.77346
H 0.31039 -0.90388 -0.15123
H 1.67566 1.43280 0.78249
H 0.52274 2.76190 0.23731
H -0.44881 1.26017 -2.79394
H 0.43158 2.64419 -2.14716
H -2.29444 0.35870 2.29444
H -1.23629 1.00574 3.15999
O -1.37919 0.28949 2.56426
H 1.52771 -1.11210 1.54230
H 0.16563 -0.86817 2.24843
O 1.10684 -0.96815 2.37639
H -3.16384 -2.40953 -0.02629
H -2.17004 -1.55896 0.69026
O -2.77495 -1.50576 -0.04254
*
```

Results
**⟨S²⟩**: 0.76
**E_LUMO (alpha / beta)**: -3.788 / -6.968 eV
**Orbital gap (alpha / beta)**: 10.67 / 7.50 eV


The computed energies, referenced to the most stable structure and given in eV, are a 1.444; b 0.000.


a | Density functional theory data (ωB97M-V/def2-TZVPD) for a single C3H7NO molecule.

Geometry as ORCA input:
```
! wB97M-V def2-TZVPD RIJCOSX def2/J DEFGRID3
* xyz 0 1
H -0.80164 -1.46464 1.45961
N -0.49834 -0.51397 1.26596
C 0.02163 -0.43298 0.11070
C 0.12670 -1.49521 -0.95171
O 0.48856 0.74060 -0.35797
C 0.13641 1.88672 0.40768
H -0.79047 -1.45690 -1.54920
H 0.21732 -2.49575 -0.52292
H 0.96825 -1.30099 -1.61990
H -0.94297 2.05347 0.32899
H 0.39197 1.75784 1.46140
H 0.68258 2.72181 -0.03262
*
```

Results
**E_LUMO**: 1.028 eV
**SMILES string**: [H]/N=C(\C)OC
**Orbital gap**: 11.03 eV


b | Density functional theory data (ωB97M-V/def2-TZVPD) for 2 unconnected molecules or ions with the total composition C3H7NO.

Geometry as ORCA input:
```
! wB97M-V def2-TZVPD RIJCOSX def2/J DEFGRID3
* xyz 0 1
N -1.29177 2.25945 -0.91082
C -1.26255 1.72073 0.33751
O -1.89680 0.73514 0.63123
H -1.94478 1.79299 -1.52887
H -0.64044 2.95072 -1.22602
H -0.72889 2.25568 1.13425
C 1.87667 -1.93368 -0.21241
C 2.49920 -2.94367 0.37356
H 0.95983 -1.53793 0.21135
H 2.21604 -1.40508 -1.09345
H 2.03709 -3.56662 1.12979
H 3.51343 -3.24493 0.13312
*
```

Results
**E_LUMO**: 0.914 eV
**SMILES string**: NC=O.C=C
**Orbital gap**: 10.88 eV


The computed energies, referenced to the most stable structure and given in eV, are a 0.000; b 0.606.


a | Density functional theory data (ωB97M-V/def2-TZVPD) for a molecular structure, C3H7NO.

Geometry as ORCA input:
```
! wB97M-V def2-TZVPD RIJCOSX def2/J DEFGRID3
* xyz 0 1
C 1.99919 -0.01286 0.57102
O 0.73683 -0.40716 0.06381
C -0.30408 0.33854 0.41799
C -1.64988 -0.45668 -0.28044
N -0.51475 1.37679 1.09963
H 2.23688 1.00951 0.26756
H 2.01407 -0.08067 1.66220
H 2.70654 -0.71778 0.13544
H -1.45188 -0.42494 -1.34721
H -2.69182 -0.05914 -0.13150
H -1.63034 -1.46381 0.12746
H -1.46485 0.83058 0.67933
*
```

Results
**E_LUMO**: 0.929 eV
**Orbital gap**: 10.75 eV


b | Density functional theory data (ωB97M-V/def2-TZVPD) for a single C3H7NO molecule.

Geometry as ORCA input:
```
! wB97M-V def2-TZVPD RIJCOSX def2/J DEFGRID3
* xyz 0 1
C -0.12986 1.30854 0.55041
C 0.38526 0.02696 -0.07625
N 1.71477 -0.08089 -0.48474
O 1.16341 -0.70753 0.94446
C -0.68329 -0.79683 -0.77752
H -0.53908 1.95499 -0.23337
H 0.69932 1.82669 1.03612
H -0.92489 1.10550 1.27718
H 1.13745 -1.65139 0.71883
H -0.80357 -0.38746 -1.78665
H -1.65480 -0.76044 -0.27312
H -0.36471 -1.83814 -0.89534
*
```

Results
**E_LUMO**: 0.728 eV
**Orbital gap**: 8.77 eV


c | Density functional theory data (ωB97M-V/def2-TZVPD) for a single C3H7NO molecule.

Geometry as ORCA input:
```
! wB97M-V def2-TZVPD RIJCOSX def2/J DEFGRID3
* xyz 0 1
C 1.44600 -1.26656 -0.78481
N 0.35239 -0.57700 0.16821
C -0.14769 0.69681 -0.11808
O 0.52013 1.50877 -0.71863
C -1.55752 0.94002 0.37159
H 1.42797 -0.60130 0.50389
H 2.03421 -0.46266 -1.21384
H 1.97269 -2.01222 -0.18741
H -0.28978 -1.25608 0.55014
H -2.25676 0.76151 -0.45185
H -1.66505 1.98201 0.67768
H -1.83660 0.28669 1.20311
*
```

Results
**E_LUMO**: 0.608 eV
**Orbital gap**: 7.96 eV


d | Density functional theory data (ωB97M-V/def2-TZVPD) for 2 unconnected molecules or ions with the total composition C3H7NO.

Geometry as ORCA input:
```
! wB97M-V def2-TZVPD RIJCOSX def2/J DEFGRID3
* xyz 0 1
C 1.93915 -0.15234 0.51374
O 1.09396 0.80652 -0.15891
C 0.39710 1.55862 0.62635
N -0.24606 2.24305 1.31028
H 2.62988 0.37131 1.17905
H 1.32809 -0.86333 1.07583
H 2.48142 -0.66073 -0.28182
C -1.93178 -0.66504 -0.20380
H -1.30302 -0.46087 -1.07484
H -2.97817 -0.71914 -0.51477
H -1.63870 -1.61749 0.24667
H -1.81430 0.13995 0.52722
*
```

Results
**E_LUMO**: 0.678 eV
**SMILES string**: COC#N.C
**Orbital gap**: 11.58 eV


The computed energies, referenced to the most stable structure and given in eV, are a 2.049; b 2.711; c 2.592; d 0.000.


a | Density functional theory data (ωB97M-V/def2-TZVPD) for 2 unconnected molecules or ions with the total composition C6H6.

Geometry as ORCA input:
```
! wB97M-V def2-TZVPD RIJCOSX def2/J DEFGRID3
* xyz 0 3
C -1.32169 -2.69743 -1.13075
C -0.77704 2.10289 -1.17905
C -1.09339 -1.75771 -0.43536
C -0.42448 1.22958 -0.38330
C 1.38545 0.38538 1.07850
C -0.01483 0.58126 0.75637
H -1.57218 -3.64429 -1.51476
H -0.82668 2.64277 -2.02552
H 1.98492 1.34534 1.14382
H 1.83934 -0.29623 0.46278
H 1.59892 0.02292 1.98742
H -0.77834 0.08554 1.23984
*
```

Results
**⟨S²⟩**: 2.05
**E_LUMO (alpha / beta)**: 1.087 / -2.787 eV
**Orbital gap (alpha / beta)**: 8.95 / 7.40 eV


b | Density functional theory data (ωB97M-V/def2-TZVPD) for a single C6H6 molecule.

Geometry as ORCA input:
```
! wB97M-V def2-TZVPD RIJCOSX def2/J DEFGRID3
* xyz 0 3
C -1.31240 2.24516 0.49336
C -0.95019 1.02757 0.26032
C 0.32918 0.41750 0.19212
C -0.59493 -0.41210 -0.10419
C 1.67819 1.03258 0.14514
C -1.19499 -1.72330 -0.29709
H 1.67832 1.77778 -0.57397
H 2.48162 0.27700 -0.32009
H 1.89357 1.42162 1.15414
H -1.35838 -1.99577 0.67475
H -0.47057 -2.40596 -0.87974
H -2.17942 -1.66208 -0.74476
*
```

Results
**⟨S²⟩**: 2.01
**E_LUMO (alpha / beta)**: 0.555 / -1.252 eV
**Orbital gap (alpha / beta)**: 6.75 / 7.56 eV


The computed energies, referenced to the most stable structure and given in eV, are a 0.977; b 0.000.